(A)
The following is a quantum chemistry calculation of C12H29F6N3O8S2 as an isolated structure, from OMol25.

```
60
Properties=species:S:1:pos:R:3
C -4.8076 0.2698 4.4133
N -3.0841 2.2444 3.5143
F -0.3118 2.5464 4.7463
H -0.3203 2.9023 -5.5327
H -1.1761 1.3972 -5.4135
H -4.6824 2.6815 -3.9660
N 2.5137 -3.8083 1.2960
H 5.1290 -2.9481 1.0898
F -1.6522 3.3467 6.1699
C 6.3716 -5.0024 1.6380
O -4.1594 2.5484 5.7848
H -4.1079 3.2039 -2.3125
H -0.2306 -2.8243 -4.2665
H 6.3616 -4.7621 0.5749
C 1.2847 1.5281 -3.9839
F -3.9004 -0.4600 5.1077
C -1.0322 3.6048 5.0287
H -0.1718 -1.9166 -5.7951
H 3.1771 -4.0770 3.9709
F -4.8252 -0.2701 3.1810
H 2.7574 -3.6154 0.3350
H 1.7937 2.3078 -4.5505
C -0.9005 2.2860 -4.8459
H -1.9297 3.9351 -3.6825
H -2.0850 0.1225 0.3608
H 1.3432 -2.5524 -4.8671
C 0.3463 -2.1118 -4.8562
H 1.8915 1.2796 -3.1132
H -4.5210 1.5322 -2.7159
H 6.6075 -6.0586 1.7684
O 0.3935 -0.9196 -4.0793
C -2.1259 3.0558 -4.2960
H 2.1910 -0.1097 -4.9898
H 2.9889 -4.6960 1.3752
H 2.9250 -1.9765 1.9129
C 2.7964 -3.1252 3.6005
C 3.3042 -2.9698 2.1529
H -1.4530 -1.2467 0.1679
O -1.7663 -0.4791 -0.3161
O -5.5267 2.8520 3.7470
N -0.0686 1.8582 -3.6329
O -1.5959 4.2173 2.4377
S -2.4170 3.8658 3.6037
H 3.2350 -2.3101 4.1761
F -0.2773 4.7270 5.0451
C -4.0682 2.4477 -3.0965
H 7.2385 -4.6137 2.1723
O 5.1055 -4.8076 2.1667
H 1.7086 -3.0773 3.6505
O -3.3006 4.9546 4.0554
H 5.3491 -2.7359 2.8126
F -6.0652 0.1315 4.8797
H 0.7910 0.4909 -5.6594
C 4.8160 -3.3226 2.0645
H -0.0013 2.7564 -3.1759
H -1.2193 -0.1008 -1.0083
S -4.3624 2.2016 4.3948
C 1.1594 0.1031 -4.7097
H -2.7581 3.4002 -5.1144
O -2.6757 2.0988 -3.4151
```

Computed properties:
total charge = 0
spin multiplicity = 1
orbital gap = 0.2299 hartree

Here are the Mulliken charges for atoms 1 to 6, given in e:
1. C 0.564
2. N -0.395
3. F -0.239
4. H 0.444
5. H 0.313
6. H 0.318

(B)
The following is a quantum chemistry calculation of a 4-piece molecular cluster, C12H29F6N3O8S2 overall, from OMol25.

```
60
Properties=species:S:1:pos:R:3
O 5.3259 21.2520 14.6744
H 4.0657 12.4636 18.8529
H 2.5770 10.7392 17.3973
F 5.6303 18.9536 19.4313
H 4.9847 13.4900 6.8639
O 8.2839 13.2966 18.7321
C 4.8430 20.0884 19.1978
O 3.5779 21.3881 17.2652
C 3.3238 9.7901 15.3023
H 3.7767 9.1534 14.5423
N 6.0005 13.1855 10.6604
C 6.6174 11.6708 19.2889
F 8.0325 19.2524 14.8318
H 4.8530 13.1317 8.9388
F 8.1727 21.4091 14.3159
O 6.1378 15.1275 7.4271
H 5.1901 14.6529 5.6564
H 5.3026 12.5516 11.0227
N 5.5571 19.6404 16.6057
H 10.4253 13.5765 18.7898
C 9.5628 13.6894 18.1329
C 7.8778 20.5368 15.3203
H 9.4797 14.7600 17.9455
C 4.4619 14.9333 10.0108
C 8.1740 11.9089 18.9721
H 7.3908 13.8425 8.3189
H 7.0603 15.2743 9.1305
C 5.4459 13.8243 9.5363
H 6.7092 16.2322 15.8414
H 8.7804 11.5589 19.8075
H 6.6398 14.7602 16.4001
C 5.7386 14.1681 6.4639
H 5.9302 10.8679 17.4327
O 6.1288 22.0748 16.8437
H 3.7241 14.6665 10.7676
O 7.0336 15.3345 15.7393
H 5.1289 15.6368 10.5092
H 3.1920 10.6357 14.6272
S 5.9864 20.9111 15.9012
H 6.5105 13.5792 5.9683
H 6.8385 15.0338 14.8487
H 9.7022 13.2595 17.1410
H 6.5507 10.7492 19.8671
H 6.8157 12.6475 10.4032
C 6.5441 14.4506 8.6372
H 3.5301 12.0617 16.6544
H 4.2844 10.7175 19.2242
C 4.3909 11.4965 18.4693
H 8.5097 11.3308 18.1112
C 3.5792 11.1216 17.2038
F 5.6285 21.1935 19.4098
O 4.1996 10.0553 16.4249
F 3.9615 20.0608 20.1592
F 8.7404 20.6807 16.3353
S 4.0622 20.0079 17.4396
H 3.9352 15.3193 9.1380
H 2.3125 9.5074 15.5945
N 5.8113 11.6458 18.0657
O 3.0873 18.9705 17.4465
H 6.2950 12.4854 19.9375
```

Computed properties:
total charge = 0
spin multiplicity = 1
orbital gap = 0.2262 hartree

Here are the Mulliken charges for atoms 1 to 6, given in e:
1. O -0.612
2. H 0.366
3. H 0.421
4. F -0.278
5. H 0.283
6. O -0.278

Most stable = (B)

(A)
The following is a quantum chemistry calculation of the molecule C10H11NO2, from OMol25.

```
24
Properties=species:S:1:pos:R:3
H -1.3966 1.8784 0.1620
H -3.8357 1.4993 1.0827
C 2.7243 0.7339 0.0274
O 3.8086 1.3359 -0.0876
C -1.0605 0.9312 0.0913
O -3.2355 -0.1550 -0.1427
C -1.8500 -0.2359 0.0433
H -4.9812 1.0707 -0.0936
C -0.0375 -1.6968 0.0130
C 2.9944 -1.7949 0.1192
N 2.2192 -0.5451 0.0593
C 0.2880 0.7384 -0.0604
H 3.8423 -1.4634 0.6008
H 3.1725 -1.9883 -0.8669
C -3.8682 1.0898 0.0991
H -3.3086 1.7576 -0.6024
H 1.5326 2.1221 -1.1021
C -1.3744 -1.5108 -0.0702
C 0.7987 -0.5576 -0.0390
H -2.0342 -2.2793 -0.1707
C 1.4877 1.6529 -0.1466
H 0.2613 -2.6644 0.0215
H 2.5005 -2.5408 0.5517
H 1.3523 2.6221 0.5110
```

Computed properties:
total charge = 0
SMILES = COc1ccc2c(c1)CC(=O)N2C
spin multiplicity = 1
orbital gap = 0.3183 hartree

Here are the Mulliken charges for atoms 1 to 6, given in e:
1. H 0.604
2. H 0.307
3. C 0.399
4. O -0.648
5. C -0.772
6. O -0.424

(B)
The following is a quantum chemistry calculation of the molecule C10H11NO2, from OMol25.

```
24
Properties=species:S:1:pos:R:3
N -0.6378 1.7758 0.5907
C -0.4185 0.3359 -1.3738
H 1.6813 -3.5434 1.8025
C 1.0331 -1.4147 1.7485
H 0.1063 -2.0884 -1.9901
O -1.0849 2.7121 1.3669
C 0.5935 -0.4740 0.8619
H 1.3352 -1.1253 2.7148
H -2.5263 2.9059 -0.4786
C 0.2353 -0.6902 -0.5112
C 0.4220 -2.0236 -0.9441
H 0.9151 -3.9809 -0.4454
H 0.4311 1.2691 2.4310
H -3.0328 1.7278 -1.4437
H -1.7993 2.7484 -2.2391
C -1.0272 1.4262 -0.6090
C -2.1083 2.2282 -1.2387
C 0.9113 -3.0263 -0.0944
H -1.2119 -0.0993 -1.9030
C 1.1314 -2.7486 1.2445
C 0.7103 0.9101 1.3318
O 1.9000 1.4863 1.0310
H 2.2409 1.0771 0.3101
H 0.2002 0.6118 -2.1625
```

Computed properties:
total charge = 0
SMILES = CC1=[N+]([O-])[C@H](O)c2ccccc2C1
spin multiplicity = 1
orbital gap = 0.3190 hartree

Here are the Mulliken charges for atoms 1 to 6, given in e:
1. N 0.391
2. C -1.255
3. H 0.294
4. C -0.699
5. H 0.379
6. O -0.726

(C)
The following is a quantum chemistry calculation of the molecule C10H11NO2, from OMol25.

```
24
Properties=species:S:1:pos:R:3
H -3.4992 -0.1042 -1.8637
H -1.8792 1.7975 -1.7162
H 2.1257 2.6717 0.0747
C -1.7119 -0.8940 0.9936
O -0.2722 0.5115 2.0990
H 2.4822 -2.2523 -1.2920
H 0.0114 -0.2204 2.6113
H 2.1660 -2.3731 0.5862
C -0.9876 0.2408 1.0428
H 2.9966 0.5645 0.2802
C -2.7524 -1.1166 0.0344
H 3.4805 -1.3363 0.0812
C 0.1757 2.0201 -0.2943
H 0.0380 3.0617 -0.6184
C -0.9051 1.1094 -0.0531
C 1.5759 -0.6395 -0.4597
H -3.2842 -2.0771 0.0845
C 2.5654 -1.7668 -0.3277
O 0.5428 -0.8448 -1.0099
C 1.4536 1.8654 -0.0595
H -1.7144 -1.6520 1.7891
C -2.7903 -0.1009 -1.0052
C -1.8766 0.9475 -1.0544
N 2.0594 0.5878 0.0770
```

Computed properties:
total charge = 0
SMILES = CC(=O)N/C=C\c1ccccc1O
spin multiplicity = 1
orbital gap = 0.3035 hartree

Here are the Mulliken charges for atoms 1 to 6, given in e:
1. H 0.291
2. H 0.415
3. H 0.419
4. C -0.348
5. O -0.500
6. H 0.331

Most stable = (A)

(A)
The following is a quantum chemistry calculation of the molecule C4H6I2, from OMol25.

```
12
Properties=species:S:1:pos:R:3
C -0.0461 -0.0042 1.1630
C 0.2861 -0.9227 -1.1151
H 0.4455 0.3047 2.1565
C -0.8584 1.1661 0.7564
H -0.6707 -1.0257 1.1210
H -0.4410 2.0698 0.9646
I -2.4558 1.0674 -0.4972
H 0.7762 -0.8533 -2.0706
I 2.5874 1.0465 -0.2223
C 0.8513 -0.1213 -0.0247
H -0.7012 -0.7146 -1.3780
H 0.2267 -2.0128 -0.8537
```

Computed properties:
total charge = 0
spin multiplicity = 1
orbital gap (spin up / spin down) = 0.2783 / 0.2903 hartree

Here are the Mulliken charges for atoms 1 to 6, given in e:
1. C -0.378
2. C -1.053
3. H 0.271
4. C -0.725
5. H 0.239
6. H 0.526

(B)
The following is a quantum chemistry calculation of C4H6I2 as an isolated structure, from OMol25.

```
12
Properties=species:S:1:pos:R:3
H -0.8309 1.2114 2.0398
H 0.9152 1.0833 2.6056
C -0.3191 0.7636 -0.7263
C 0.5010 1.1452 0.3657
H -0.7579 -2.3951 -1.6514
I 2.5009 1.0727 -0.3606
H -0.4790 -2.1423 0.1995
C 0.2678 1.1122 1.6924
C -0.1626 -1.8737 -0.9613
H -0.0009 1.0208 -1.7292
H 0.8686 -1.8329 -1.0893
I -2.5032 0.8350 -0.3848
```

Computed properties:
total charge = 0
spin multiplicity = 1
orbital gap (spin up / spin down) = 0.2890 / 0.3044 hartree

Here are the Mulliken charges for atoms 1 to 6, given in e:
1. H 0.141
2. H 0.279
3. C -1.035
4. C 0.593
5. H 0.345
6. I 0.031

Most stable = (A)

(A)
The following is a quantum chemistry calculation of the molecule C5H7IN2, from OMol25.

```
15
Properties=species:S:1:pos:R:3
N -0.9867 -1.1923 0.5996
H 2.8646 -0.7955 -1.3220
C -2.1855 0.7872 0.5996
H 1.7120 0.7516 -1.5885
H -2.9471 1.5115 0.5041
C 1.2396 -0.4759 0.1887
N -0.1211 -0.2765 0.4290
I -0.0410 3.0759 0.4514
H 1.4602 -1.5581 0.3270
H 1.9441 0.0359 0.9579
C 1.8174 -0.2834 -1.2046
C -2.1047 -0.6156 0.7379
C -0.9672 1.2440 0.4548
H -2.9188 -1.3547 0.8124
H 1.2341 -0.8541 -1.9473
```

Computed properties:
total charge = 0
SMILES = CCn1nccc1I
spin multiplicity = 1
orbital gap = 0.3195 hartree

Here are the Mulliken charges for atoms 1 to 6, given in e:
1. N -0.843
2. H 0.303
3. C -0.165
4. H 0.247
5. H 0.401
6. C -0.489

(B)
The following is a quantum chemistry calculation of the molecule C5H7IN2, from OMol25.

```
15
Properties=species:S:1:pos:R:3
N 0.4733 -1.1410 -0.4734
H 1.3058 1.6533 -1.2687
H -2.2146 -2.7850 0.4363
I -4.3134 -0.3161 -0.6366
H 0.1196 1.7326 0.1418
C 2.0564 0.7227 0.5595
C -0.3321 -2.1242 -0.2515
H 1.6873 0.5337 1.5092
C -1.7794 -1.9704 -0.1326
H 0.1124 -3.0498 0.0389
N 0.2928 0.0479 -0.8974
H 2.7854 1.5061 0.7272
H 2.3639 -0.2189 0.0660
C -2.3862 -0.8131 -0.3903
C 0.9660 1.2244 -0.3263
```

Computed properties:
total charge = 0
spin multiplicity = 1
orbital gap (spin up / spin down) = 0.2892 / 0.2537 hartree

Here are the Mulliken charges for atoms 1 to 6, given in e:
1. N -0.033
2. H 0.263
3. H 0.343
4. I 0.153
5. H 0.288
6. C -1.034

(C)
The following is a quantum chemistry calculation of the molecule C5H7IN2, from OMol25.

```
15
Properties=species:S:1:pos:R:3
H -0.6246 1.4817 1.0163
H -0.2938 1.8694 -0.6118
C -3.3074 -0.7571 0.7043
C -1.0596 -0.0945 -0.1056
H 1.5933 -0.2538 0.5044
C -2.8751 -1.9670 0.2094
I -4.9251 0.3885 0.0641
H 0.1642 -1.7247 -0.1937
H -3.5571 -2.7944 0.3212
H 1.2913 0.0311 -1.0468
N -1.6368 -2.3641 -0.0115
C -0.1455 1.0388 0.0694
C 1.3618 0.6085 -0.1268
N -0.7489 -1.3256 -0.1295
H 2.1653 1.4086 -0.2696
```

Computed properties:
total charge = 0
spin multiplicity = 1
orbital gap (spin up / spin down) = 0.2818 / 0.2818 hartree

Here are the Mulliken charges for atoms 1 to 6, given in e:
1. H 0.248
2. H 0.292
3. C -0.357
4. C 0.014
5. H 0.342
6. C 0.076

Most stable = (A)

(A)
The following is a quantum chemistry calculation of the molecule C4H6NOPS, from OMol25.

```
14
Properties=species:S:1:pos:R:3
P 1.7627 0.2434 0.8419
C -1.8186 1.4059 0.0108
C -0.8622 -0.5460 -0.4416
O 1.4237 -1.3023 0.3724
C -2.7750 0.6231 0.4991
N -0.6654 0.7350 -0.3439
H -0.2084 -2.5167 -0.5715
H 2.7980 -0.2831 1.5006
C 0.0924 -1.5318 -0.6978
H -3.6096 1.0874 0.9244
H 2.6368 0.4106 -0.3102
S -2.4502 -1.0566 0.3170
H 0.6780 -1.3350 -1.5998
H -1.7192 2.4810 0.2042
```

Computed properties:
total charge = 0
SMILES = POCc1nccs1
spin multiplicity = 1
orbital gap = 0.3174 hartree

Here are the Mulliken charges for atoms 1 to 6, given in e:
1. P 0.084
2. C -0.422
3. C 0.518
4. O -0.371
5. C -0.232
6. N -0.439

(B)
The following is a quantum chemistry calculation of the molecule C4H6NOPS, from OMol25.

```
14
Properties=species:S:1:pos:R:3
H -0.2238 0.6980 1.5973
H -2.1507 0.3148 -1.1733
H -2.2116 0.1172 0.7711
O 2.4360 -0.8786 -1.4672
C -0.2896 -0.5090 -0.1035
P 3.1490 -0.9632 -0.2055
C 0.5512 1.7450 0.0846
C 0.2984 0.5365 0.7534
S 1.9549 -0.0343 1.3544
N 0.8747 2.8082 -0.1583
H -0.1306 -1.5065 0.3664
H -2.3295 -1.3558 -0.3669
C -1.8828 -0.3132 -0.2765
H -0.0454 -0.6593 -1.1762
```

Computed properties:
total charge = 0
SMILES = CC[C@H](C#N)SP=O
spin multiplicity = 1
orbital gap = 0.3356 hartree

Here are the Mulliken charges for atoms 1 to 6, given in e:
1. H 0.375
2. H 0.297
3. H 0.258
4. O -0.368
5. C -0.619
6. P 0.432

Most stable = (B)

(A)
The following is a quantum chemistry calculation of a 2-piece molecular cluster, CH4O2 overall, from OMol25.

```
7
Properties=species:S:1:pos:R:3
H -0.9794 1.5541 0.2908
H -0.7662 1.9568 -1.3933
O 2.6271 -1.3729 1.6618
H 2.6504 -1.0411 0.7621
C -1.2977 1.2299 -0.7172
H 1.8424 -1.9146 1.7604
O -1.9603 0.3984 -1.2404
```

Computed properties:
total charge = 0
SMILES = C=O.O
spin multiplicity = 1
orbital gap = 0.3941 hartree

Here are the Mulliken charges for atoms 1 to 6, given in e:
1. H 0.230
2. H 0.164
3. O -0.639
4. H 0.317
5. C -0.014
6. H 0.322

(B)
The following is a quantum chemistry calculation of a 2-piece molecular cluster, CH4O2 overall, from OMol25.

```
7
Properties=species:S:1:pos:R:3
O -0.9478 -0.6684 0.0439
H 1.3912 -0.0679 0.8682
H -0.3000 1.2578 0.3273
O 1.6868 0.1185 -0.0624
C -1.0825 0.4849 -0.0013
H -2.0005 1.0004 -0.4606
H 1.4927 -0.7004 -0.5792
```

Computed properties:
total charge = 0
SMILES = C=O.O
spin multiplicity = 1
orbital gap = 0.4056 hartree

Here are the Mulliken charges for atoms 1 to 6, given in e:
1. O -0.370
2. H 0.336
3. H 0.158
4. O -0.674
5. C -0.007
6. H 0.231

Most stable = (B)

(A)
The following is a quantum chemistry calculation of BrMn2 as an isolated structure, from OMol25.

```
3
Properties=species:S:1:pos:R:3
Mn -3.5145 0.6621 -27.3089
Br -3.9166 -1.1362 -24.1643
Mn -1.9500 -3.1246 -21.9052
```

Computed properties:
total charge = +3
spin multiplicity = 11
orbital gap (spin up / spin down) = 0.1803 / 0.2232 hartree

So, what does the Mulliken scheme give us? The charges, in e, come out as:
1. Mn 1.633
2. Br -0.266
3. Mn 1.634

(B)
The following is a quantum chemistry calculation of BrMn2 as an isolated structure, from OMol25.

```
3
Properties=species:S:1:pos:R:3
Mn -0.9687 1.8588 -1.2368
Mn 1.1589 -2.0783 0.4617
Br -0.1902 0.2195 0.7751
```

Computed properties:
total charge = +3
spin multiplicity = 11
orbital gap (spin up / spin down) = 0.3103 / 0.3161 hartree

So, what does the Mulliken scheme give us? The charges, in e, come out as:
1. Mn 1.513
2. Mn 1.497
3. Br -0.011

Most stable = (B)